Record 1
{"formula": "C8H16S2", "method": "wB97M-V/def2-TZVPD", "orbital_gap_ha": 0.3354, "smiles": "C1CCSC1.C1CCSC1", "de_lowest_kcal_mol": 15.2, "elements": ["C", "C", "C", "S", "C", "H", "H", "H", "H", "H", "H", "H", "H", "C", "C", "C", "S", "C", "H", "H", "H", "H", "H", "H", "H", "H"], "positions_angstrom": [[-4.652449, 0.856850, -3.739489], [-3.820529, -0.307870, -3.190769], [-2.353299, 0.149770, -3.262559], [-2.204509, 1.481459, -4.590188], [-3.953119, 1.431660, -4.945078], [-4.755758, 1.602979, -2.928279], [-5.669458, 0.521100, -4.019498], [-3.786618, -1.207510, -3.834929], [-3.987479, -0.645390, -2.149779], [-1.633529, -0.688380, -3.332379], [-2.229649, 0.617540, -2.266889], [-4.387238, 2.428509, -5.153118], [-4.031979, 0.830290, -5.871137], [-6.066668, 0.301580, 1.894019], [-5.918478, 0.963530, 0.492360], [-7.232528, 1.782289, 0.271140], [-8.612867, 0.942660, 1.128520], [-7.527137, -0.190530, 1.945419], [-5.877418, 1.074670, 2.663409], [-5.367888, -0.536590, 2.080089], [-5.785158, 0.150330, -0.246820], [-4.991338, 1.568359, 0.498220], [-7.490347, 1.962779, -0.790180], [-7.083687, 2.767459, 0.753570], [-7.934867, -0.397700, 2.953529], [-7.557037, -1.135480, 1.369559]], "forces_ev_per_a": [[-0.95, -0.99, 0.77], [1.32, -0.90, -1.02], [0.04, 1.00, 1.26], [0.73, -0.74, 1.15], [-0.56, 0.32, -0.96], [0.08, -0.11, -0.51], [0.36, 0.20, 0.22], [-1.00, 0.35, 0.12], [-0.44, 0.34, -0.59], [-0.36, 0.63, -0.35], [0.75, 0.15, -0.64], [0.56, -0.36, 0.00], [-0.54, 0.13, 0.60], [-0.43, 0.59, 0.09], [-0.14, -0.68, 0.47], [0.90, 0.70, -0.12], [0.01, 0.83, -0.54], [0.54, -1.70, 0.47], [-0.17, -0.36, -0.24], [-0.30, 0.45, -0.24], [-0.24, 0.49, 0.11], [-0.64, -0.02, -0.29], [0.24, -0.24, 0.56], [-0.18, -0.39, -0.33], [0.47, 0.12, -0.42], [-0.04, 0.22, 0.44]]}

Record 2
{"formula": "C8H16Si", "method": "wB97M-V/def2-TZVPD", "orbital_gap_ha": 0.3029, "smiles": "C=C(C)C(C)C.C=C=[SiH2]", "de_lowest_kcal_mol": 132.8, "elements": ["C", "C", "C", "C", "C", "C", "H", "H", "H", "H", "H", "H", "H", "H", "H", "H", "H", "H", "C", "C", "Si", "H", "H", "H", "H"], "positions_angstrom": [[0.072170, -1.166365, 1.259833], [0.675179, -0.487043, 0.302126], [0.369434, -0.826427, -1.131440], [1.844742, 0.405305, 0.493011], [1.601306, 1.698629, -0.282992], [3.189159, -0.409362, 0.070392], [0.470182, -0.968141, 2.270775], [-0.644919, -1.967445, 1.054657], [0.180706, -1.951302, -1.202339], [-0.554492, -0.183559, -1.508974], [1.156545, -0.687031, -1.891467], [2.064009, 0.533308, 1.585293], [2.555918, 2.299149, -0.077462], [1.545409, 1.505055, -1.409250], [0.789442, 2.368785, 0.100256], [3.935088, 0.450828, -0.094997], [3.075541, -1.084078, -0.781432], [3.609649, -0.945667, 0.914601], [-4.670605, -0.673290, -0.797765], [-3.670172, -0.112401, -0.214220], [-2.838564, 0.935724, 0.925022], [-5.655959, -0.577904, -0.283477], [-4.672438, -1.380082, -1.616079], [-2.048328, 0.898546, 2.051769], [-2.379004, 2.324779, 0.264161]], "forces_ev_per_a": [[0.52, 0.05, 1.11], [0.45, -1.18, -1.04], [-2.03, -0.41, -1.51], [0.85, -1.24, 0.70], [2.29, 1.30, -0.18], [-0.06, 2.89, 0.07], [-0.77, -0.37, -0.28], [0.16, 0.44, 0.26], [-0.38, 1.58, 0.03], [1.67, -1.59, 0.66], [-0.04, 0.39, 0.66], [-0.69, 0.54, -0.80], [-1.20, -0.43, -0.71], [-0.13, 0.42, 1.64], [0.34, -1.03, -0.44], [-0.75, -1.50, -0.35], [0.10, 0.38, 0.01], [-0.37, -0.27, 0.16], [-2.09, -0.83, 0.64], [2.19, 1.47, 2.10], [-1.22, 1.73, -4.15], [0.50, 0.06, -0.70], [0.37, 0.11, -0.29], [1.01, -1.02, 1.84], [-0.74, -1.51, 0.58]]}

Record 3
{"formula": "C8H17CdClNO2S", "method": "wB97M-V/def2-TZVPD", "charge": 1, "orbital_gap_ha": 0.1465, "de_lowest_kcal_mol": 0.0, "elements": ["C", "C", "C", "C", "N", "C", "C", "C", "C", "S", "O", "O", "Cl", "H", "H", "H", "H", "H", "H", "H", "H", "H", "H", "H", "H", "H", "H", "H", "H", "H", "Cd"], "positions_angstrom": [[-0.265556, -2.134706, 2.512876], [-1.460742, -2.111172, 1.578726], [-1.088599, -2.365875, 0.115453], [-0.271291, -1.177987, -0.390895], [-0.085210, -1.139009, -1.752501], [0.296986, 0.065839, -2.354799], [1.396849, 0.912450, -1.687363], [0.870327, 2.167385, -0.967917], [0.734867, 1.985352, 0.552476], [-0.888065, 2.345197, 1.178243], [-0.819755, 2.651914, 2.557847], [-1.738414, 1.304335, 0.690108], [-1.374295, 4.044673, 0.192756], [0.470831, -1.367393, 2.262824], [0.241285, -3.097236, 2.507540], [-0.579573, -1.924956, 3.531158], [-2.221618, -2.820425, 1.890311], [-1.929901, -1.125455, 1.643267], [-1.988862, -2.454035, -0.483375], [-0.493930, -3.274561, 0.065111], [-0.679469, -0.217736, -0.016576], [0.761456, -1.289856, 0.007710], [0.578352, -0.210843, -3.367145], [-0.624878, 0.663907, -2.464640], [2.043518, 1.266357, -2.518555], [2.045886, 0.323274, -1.043863], [1.567913, 2.983322, -1.132344], [-0.062037, 2.479165, -1.421856], [1.405918, 2.646049, 1.093332], [0.918720, 0.966898, 0.882906], [3.239290, -0.094872, -3.660809]], "forces_ev_per_a": [[-0.05, -0.06, 0.09], [0.03, 0.53, -0.15], [0.12, 0.01, 0.55], [-0.96, -0.41, -0.27], [0.18, -0.01, 0.26], [0.59, -0.57, -0.52], [-0.76, 1.28, 0.22], [0.49, -0.38, 0.35], [0.06, 0.71, -0.18], [0.34, 0.12, 0.06], [-0.04, 0.00, 0.29], [-0.51, -0.22, -0.30], [-0.06, 0.03, 0.07], [0.09, 0.08, -0.06], [0.05, -0.11, -0.02], [0.01, -0.01, 0.12], [0.00, -0.21, 0.01], [-0.14, -0.03, 0.04], [-0.02, -0.13, -0.20], [-0.08, -0.19, -0.31], [0.40, 0.12, 0.09], [0.22, 0.22, 0.02], [-0.09, 0.15, -0.20], [-0.25, -0.02, 0.32], [-0.64, -0.06, 0.37], [-0.02, -0.21, 0.03], [0.05, 0.07, -0.05], [-0.16, 0.07, -0.01], [0.07, 0.01, 0.09], [0.00, -0.07, 0.15], [1.10, -0.71, -0.87]]}

Record 4
{"formula": "C8H17Cl6NO2", "method": "wB97M-V/def2-TZVPD", "charge": 1, "orbital_gap_ha": [0.3796, 0.1764], "spin_multiplicity": 2, "elements": ["C", "Cl", "Cl", "Cl", "H", "C", "Cl", "Cl", "Cl", "H", "C", "O", "C", "C", "N", "C", "C", "O", "C", "H", "H", "H", "H", "H", "H", "H", "H", "H", "H", "H", "H", "H", "H", "H"], "positions_angstrom": [[-0.632667, 9.472013, -30.747303], [-1.074422, 7.826387, -31.290130], [0.937696, 9.953360, -31.445073], [-0.533834, 9.711704, -28.987600], [-1.353158, 10.119187, -31.247451], [-4.244691, 11.692676, -33.110873], [-4.058119, 10.070548, -33.849117], [-3.646468, 11.743540, -31.431850], [-5.933773, 12.168833, -33.212882], [-3.657586, 12.430669, -33.657484], [3.673057, 12.014086, -32.387334], [4.990860, 11.578174, -32.324815], [5.181195, 10.363367, -31.556957], [6.698935, 10.195918, -31.278650], [7.400642, 10.214431, -32.568965], [7.095151, 9.124536, -33.454374], [7.990118, 9.126646, -34.663246], [7.761584, 10.351101, -35.371028], [8.281406, 10.370224, -36.734910], [3.162140, 11.251756, -32.975487], [3.822185, 12.923346, -32.969674], [3.311128, 12.099273, -31.362716], [4.792555, 9.451260, -32.009871], [4.794638, 10.394908, -30.538287], [6.957148, 9.273459, -30.758560], [7.025241, 10.998392, -30.617099], [7.035272, 11.063307, -32.976423], [6.088719, 9.157903, -33.871599], [7.271995, 8.184081, -32.932483], [7.927205, 8.214331, -35.256403], [9.016643, 9.326966, -34.356291], [9.368456, 10.291651, -36.719321], [8.041248, 11.310146, -37.231866], [7.859629, 9.532154, -37.289745]], "forces_ev_per_a": [[0.11, -0.12, -0.46], [0.26, 0.50, 0.60], [0.09, -0.11, -0.11], [-0.45, -0.31, -0.75], [-0.03, 0.05, 0.69], [-0.03, -0.12, -0.17], [0.23, 0.60, 0.37], [-0.14, -0.17, -0.28], [0.07, 0.08, 0.15], [-0.09, -0.39, -0.04], [0.09, -0.26, -0.61], [2.86, -2.62, 1.45], [0.33, 0.96, -0.16], [1.44, -0.49, 0.38], [-3.90, 0.13, 0.50], [1.74, -1.50, -0.24], [1.69, 2.13, -0.83], [-0.90, -0.12, -1.00], [0.01, -0.34, 0.80], [-0.84, 0.32, 0.09], [-1.01, 0.24, 0.37], [-0.58, 0.46, -0.26], [-0.16, 0.13, -0.46], [-0.50, 0.43, 0.04], [-0.47, -0.19, -0.09], [0.09, 0.31, -0.43], [1.03, 1.23, -0.92], [-0.45, 0.51, 0.45], [-0.31, -0.01, 0.16], [-0.30, 0.06, -0.04], [0.36, -1.21, 0.42], [0.10, -0.14, 0.06], [-0.31, -0.07, 0.42], [-0.01, 0.03, -0.10]]}

Record 5
{"formula": "C8H17ClN4S", "method": "wB97M-V/def2-TZVPD", "charge": 2, "orbital_gap_ha": 0.3183, "smiles": "CCCS[C@@]1(Cl)N=C(C)[C@@H]([NH3+])C(=[NH2+])N1", "de_lowest_kcal_mol": 0.4, "elements": ["C", "C", "C", "S", "C", "Cl", "N", "C", "C", "C", "N", "C", "N", "N", "H", "H", "H", "H", "H", "H", "H", "H", "H", "H", "H", "H", "H", "H", "H", "H", "H"], "positions_angstrom": [[-0.489282, 2.642060, 3.829119], [-1.100458, 2.218606, 2.496645], [0.004851, 1.552914, 1.580194], [-0.944890, 1.156469, 0.071534], [0.521769, 0.808680, -1.145843], [1.482054, 2.343391, -1.429730], [1.291766, -0.141201, -0.492603], [1.175064, -1.369041, -0.743849], [2.065345, -2.281848, -0.070575], [-0.012927, -1.866918, -1.579358], [-1.029196, -1.786735, -0.369035], [-0.243414, -0.891232, -2.700739], [-0.591080, -1.226712, -3.907035], [-0.076218, 0.366827, -2.372525], [-0.474408, 1.983904, 4.562367], [0.496225, 3.178872, 3.710368], [-1.121776, 3.348027, 4.260828], [-1.450389, 3.085585, 2.107460], [-1.893866, 1.548384, 2.848835], [0.618521, 2.433215, 1.333957], [0.299469, 0.697283, 2.114042], [2.708966, -2.713956, -0.703285], [1.644173, -3.164239, 0.239901], [2.664144, -1.924498, 0.730971], [-0.099770, -2.907440, -1.747475], [-1.287168, -0.616753, -0.351771], [-0.642523, -2.352100, 0.381431], [-1.910994, -2.244145, -0.652351], [-0.702469, -2.199642, -4.137603], [-0.842150, -0.567182, -4.630408], [-0.059368, 0.889423, -3.233467]], "forces_ev_per_a": [[1.86, 3.25, -3.32], [1.70, -2.74, 2.27], [-3.23, 2.13, 0.29], [1.16, 0.55, -1.28], [-0.84, 2.16, 1.39], [-0.88, -1.41, -0.03], [0.64, 0.16, -0.43], [0.68, 0.63, -0.24], [-0.69, 0.70, 1.39], [-0.39, 0.31, 2.44], [-1.82, 0.99, -3.45], [-0.41, -0.26, 1.50], [-0.24, -0.94, -0.21], [0.10, -0.44, -1.74], [0.72, -3.83, 2.94], [-0.83, -0.75, 0.17], [-1.23, 1.66, 0.43], [-1.40, 2.29, -1.80], [-0.16, -0.08, -0.99], [0.62, -1.08, 0.02], [1.36, -0.91, 0.17], [2.83, -1.15, -3.09], [-1.86, -2.15, 1.21], [0.14, 0.98, 0.59], [0.82, -0.95, -1.27], [0.80, -1.26, 2.10], [0.11, 0.56, 0.60], [0.24, 0.06, 0.22], [-0.09, -0.21, -0.17], [0.16, 0.16, -0.10], [0.12, 1.55, 0.38]]}

Record 6
{"formula": "C8H17ClO2S", "method": "wB97M-V/def2-TZVPD", "orbital_gap_ha": 0.3775, "de_lowest_kcal_mol": 150.5, "elements": ["C", "C", "C", "C", "C", "C", "C", "C", "H", "H", "H", "H", "H", "H", "H", "H", "H", "H", "H", "H", "H", "H", "H", "H", "H", "O", "O", "S", "Cl"], "positions_angstrom": [[-2.236196, -2.589117, -0.188023], [-2.078909, -1.283656, 0.554519], [-1.877074, -0.267896, -0.549795], [-1.865403, 1.135493, 0.019819], [-0.428217, 1.465029, 0.481030], [0.541024, 1.220384, -0.727651], [1.842710, 1.704649, -0.313047], [2.605738, 0.767495, 0.579922], [-2.796502, -3.589093, 0.493363], [-0.943976, -3.220474, -0.137072], [-2.646765, -2.782459, -1.473244], [-1.279374, -1.623229, 1.338794], [-2.831631, -1.257758, 1.228529], [-0.914985, -0.701428, -1.085353], [-2.604251, -0.337420, -1.285196], [-2.152570, 1.985850, -0.584814], [-2.712287, 1.271655, 0.838399], [-0.154968, 2.482581, 0.789968], [-0.482636, 0.831449, 1.625127], [0.556624, 0.294802, -1.454711], [0.203457, 2.209162, -1.213096], [1.566688, 2.649020, 0.226598], [2.348005, 2.229882, -1.236587], [2.213665, 0.630599, 1.544674], [3.554773, 1.317751, 1.076455], [3.818969, -0.657683, -1.396625], [4.001865, -1.301734, 1.171459], [3.275541, -0.827415, -0.036171], [1.476683, -1.756428, -0.287272]], "forces_ev_per_a": [[1.66, -7.76, -1.13], [2.44, -3.00, -1.02], [2.59, -0.21, 1.30], [-0.44, 2.01, 1.50], [-1.38, -3.15, 3.16], [-2.16, 1.25, -1.11], [2.14, 2.36, -1.16], [4.18, 2.00, 0.33], [1.34, 3.37, -2.08], [-3.84, 1.88, -0.81], [1.26, 1.18, 4.33], [-0.37, 1.64, -1.75], [-3.28, 1.31, 1.49], [-1.87, 1.55, 1.01], [-1.78, -0.51, -1.13], [-0.16, -0.30, -1.31], [1.96, -0.73, -1.12], [-0.93, -0.16, -0.01], [1.42, 1.27, -3.31], [-0.36, 2.24, 1.80], [-0.09, -1.96, -0.78], [0.96, -0.86, 0.29], [0.05, -1.82, 1.68], [-1.64, -1.06, 0.88], [-1.26, -1.20, -1.90], [-0.64, -0.82, 2.84], [-1.38, 0.02, -3.31], [1.26, 2.34, 1.08], [0.32, -0.89, 0.26]]}